1.
ORCA calculation (the ωB97M-V functional and the def2-TZVPD basis) on a structure of composition C19H36AsF6O15.

ΔE to the lowest compared entry with this formula, charge and spin in kcal/mol: 75.93
Charge: -1
Energy in eV: -128147.1624
Gap between HOMO and LUMO in Eh: 0.3428

Each line ends with the Löwdin charge.
Atoms and positions in Å:
As -0.8495 0.4005 0.4785  1.013
F 0.9258 0.4808 0.2221  -0.262
F -0.6353 1.4258 1.9597  -0.270
F -2.5942 0.3538 0.8531  -0.257
F -1.1162 -0.6539 -0.9264  -0.268
F -0.7077 -1.1639 1.4750  -0.293
F -0.9954 1.8699 -0.6631  -0.287
C 2.3005 -0.1782 3.2191  -0.214
O 2.5866 -0.4296 1.9228  -0.109
H 1.7109 0.7026 3.4736  0.056
H 1.9001 -1.0918 3.6586  0.082
H 3.1720 -0.0714 3.8650  0.075
H 1.9104 -0.0629 1.3485  0.000
C -3.2284 0.2279 4.0471  -0.196
O -2.7785 1.5466 4.0188  -0.112
H -2.4046 -0.4858 4.0421  0.080
H -3.8886 0.1147 4.9070  0.075
H -3.8021 -0.0188 3.1537  0.063
H -1.9304 1.3575 3.6107  0.027
C -4.6414 3.1072 0.2980  -0.139
O -3.2673 3.5445 0.4292  -0.130
H -4.8267 2.6162 -0.6574  0.055
H -4.7557 2.2551 0.9682  0.064
H -5.3925 3.8653 0.5197  0.077
H -2.6978 2.8193 0.1621  0.008
C 1.7161 3.1764 4.4492  -0.025
C 2.3080 3.7130 3.1558  -0.275
C 1.6231 3.4461 1.7725  -0.065
O 1.5408 4.7328 1.2035  0.079
C 1.9278 5.6402 2.1006  -0.567
O 2.0156 6.8773 1.8919  0.073
O 2.3487 5.1213 3.2031  0.106
H 0.6462 2.9703 4.4182  0.081
H 1.6212 3.9413 5.2199  0.088
H 2.2286 2.2926 4.8292  0.070
H 3.3505 3.3978 3.1993  0.149
H 0.5587 3.2253 1.8522  0.118
H 2.2484 2.8049 1.1512  0.133
C 3.4189 0.1045 -2.6271  -0.008
C 2.2340 -0.8155 -2.7518  -0.335
C 0.9406 -0.1925 -3.1201  -0.114
O 0.6449 -0.4254 -4.5150  0.058
C 1.5286 -1.3795 -4.9281  -0.518
O 1.5250 -1.9183 -5.9962  0.151
O 2.4012 -1.6911 -3.8921  0.058
H 3.3131 0.5171 -1.6238  0.081
H 3.4653 0.9065 -3.3637  0.100
H 4.3119 -0.5121 -2.5240  0.089
H 2.0823 -1.4092 -1.8503  0.130
H 0.8923 0.8248 -2.7316  0.141
H 0.1430 -0.8178 -2.7190  0.102
C 0.9867 -3.7455 0.0060  0.014
C 2.3139 -4.5606 0.0153  -0.250
C 3.5232 -3.8044 0.5304  -0.140
O 4.1385 -4.7466 1.3108  0.077
C 3.2685 -5.6510 1.7911  -0.567
O 3.3939 -6.4656 2.7176  0.105
O 2.1982 -5.4749 1.1133  0.090
H 0.0571 -4.2821 -0.1839  0.092
H 1.1016 -3.0046 -0.7852  0.059
H 1.0208 -3.2032 0.9509  0.081
H 2.5515 -5.1681 -0.8579  0.158
H 3.3723 -2.8981 1.1169  0.127
H 4.1119 -3.4038 -0.2949  0.137
C -4.0254 0.4043 -2.7602  0.001
C -3.3193 -0.4128 -3.8759  -0.321
C -2.8982 -1.8050 -3.5542  -0.077
O -3.6811 -2.5319 -4.5134  0.077
C -4.2257 -1.7674 -5.4570  -0.565
O -4.8639 -2.1111 -6.4378  0.124
O -4.1086 -0.5136 -5.0458  0.095
H -4.9198 -0.1135 -2.4138  0.095
H -4.2604 1.4015 -3.1322  0.082
H -3.3143 0.6579 -1.9739  0.059
H -2.4207 0.0959 -4.2251  0.148
H -3.2089 -2.0614 -2.5413  0.138
H -1.8205 -1.8965 -3.6897  0.124

***

2.
ORCA calculation (the ωB97M-V functional and the def2-TZVPD basis) on a structure of composition C19H36BCrF4N2O15.

Spin multiplicity: 9
Charge: +1
Energy in eV: -93930.7589
Gap between HOMO and LUMO (alpha / beta) in Eh: 0.1778 / 0.0616

Each line ends with the Löwdin spin population.
Atoms and positions in Å:
Cr -3.6459 -12.9142 -16.1506  5.733
B -8.0078 -13.6404 -13.7031  0.005
F -8.4872 -14.8795 -14.0872  0.003
F -8.7186 -12.5770 -14.2236  0.007
F -7.9100 -13.5607 -12.3320  0.028
F -6.7434 -13.4681 -14.1783  0.060
C 0.6302 -12.9635 -13.1308  0.007
O -0.0426 -13.1039 -11.9658  0.093
C -1.3384 -13.2265 -11.8782  0.044
O -2.0400 -13.3774 -12.8704  0.776
O -1.7288 -13.1301 -10.6239  0.075
C -3.1089 -13.1298 -10.3255  0.003
H 0.4390 -11.9601 -13.5113  0.002
H 0.1622 -13.6695 -13.8168  0.006
H 1.6971 -13.1734 -13.0558  0.001
H -3.6084 -12.4949 -11.0572  0.002
H -3.2655 -12.7273 -9.3248  0.001
H -3.4210 -14.1731 -10.2781  0.001
C -6.2391 -8.4429 -12.4629  0.000
O -5.0599 -7.6996 -12.7414  0.000
C -4.1390 -8.1496 -13.5532  0.001
O -4.2785 -9.1837 -14.2568  0.032
O -3.2565 -7.2591 -13.5946  0.000
C -2.2580 -7.1625 -14.6900  0.000
H -6.7611 -7.8691 -11.6972  0.000
H -5.9482 -9.3996 -12.0290  0.000
H -6.9251 -8.6755 -13.2774  0.000
H -2.4970 -7.5327 -15.6870  0.000
H -1.3099 -7.6158 -14.4005  0.000
H -1.9826 -6.1253 -14.8810  0.000
C -2.1255 -17.7959 -19.0672  0.000
O -2.8354 -18.4852 -18.0770  0.000
C -3.5878 -17.7596 -17.2164  0.002
O -3.7387 -16.5416 -17.1171  0.048
O -4.1008 -18.6865 -16.3799  0.000
C -5.2367 -18.3786 -15.7250  0.000
H -1.3940 -17.0476 -18.7621  0.000
H -2.7048 -17.4675 -19.9302  0.000
H -1.4420 -18.5088 -19.5285  0.000
H -6.0513 -18.1925 -16.4249  0.000
H -5.1947 -17.5405 -15.0294  0.000
H -5.4087 -19.2829 -15.1413  0.000
C -8.9181 -13.1115 -18.7186  0.004
O -8.8801 -11.6606 -18.8310  0.069
C -7.7109 -11.0224 -18.5255  0.035
O -6.6086 -11.5205 -18.1195  0.867
O -7.9610 -9.7301 -18.7730  0.082
C -6.8720 -8.7700 -18.7133  0.002
H -9.0293 -13.4446 -19.7505  0.000
H -9.8166 -13.3292 -18.1411  0.000
H -8.0526 -13.5112 -18.1902  0.004
H -6.6542 -8.4732 -17.6874  0.000
H -7.1024 -7.8619 -19.2704  0.000
H -5.9989 -9.1128 -19.2686  0.002
C -15.9865 -10.3812 -6.0958  0.000
O -14.8450 -10.9970 -6.6564  0.000
C -14.0420 -10.3675 -7.5178  0.000
O -14.1015 -9.1195 -7.6589  0.000
O -13.1880 -11.2492 -8.0488  0.000
C -12.2592 -10.7381 -8.9585  0.000
H -16.3955 -9.7841 -6.9108  0.000
H -15.8639 -9.6593 -5.2883  0.000
H -16.7607 -11.1397 -5.9806  0.000
H -11.5940 -9.9234 -8.6722  0.000
H -12.8129 -10.3032 -9.7906  0.000
H -11.7352 -11.5636 -9.4402  0.000
C -10.3928 -18.0518 -10.5634  0.000
C -10.1813 -18.5403 -9.1904  0.000
N -10.1132 -18.9542 -8.0735  0.000
H -11.0755 -17.2076 -10.6605  0.000
H -10.6565 -18.8408 -11.2678  0.000
H -9.4426 -17.6820 -10.9486  0.000
C -13.6232 -14.4891 -13.3390  0.000
C -14.5947 -15.3566 -12.6893  0.000
N -15.4215 -16.0221 -12.2427  0.000
H -13.9329 -14.4449 -14.3832  0.000
H -12.5959 -14.8534 -13.3281  0.000
H -13.6315 -13.5167 -12.8466  0.000

***

3.
ORCA calculation (the ωB97M-V functional and the def2-TZVPD basis) on a cluster of 4 separate species, C19H36BrClN4O9 in total.

SMILES: C[C@H](O)CNCCO[C@]1(Cl)OC(=O)O[C@H]1CC(=O)Br.CNC(C)=O.CNC(C)=O.CNC(C)=O
Charge: 0
Energy in eV: -127240.7917
Gap between HOMO and LUMO in Eh: 0.3421

Each line ends with the Löwdin charge.
Atoms and positions in Å:
C 1.1472 -1.5665 -0.6607  -0.042
C -0.1304 -0.7848 -0.4393  -0.431
O -0.4214 0.0713 -1.5360  -0.033
C -0.1510 0.0071 0.8515  -0.190
N 0.9743 0.9326 0.9763  -0.036
C 0.8626 1.7819 2.1625  -0.188
C 1.7204 3.0113 1.9894  -0.165
O 1.1041 3.8447 1.0027  -0.044
C 1.9071 4.3750 0.0467  -0.784
Cl 2.9649 5.6732 0.6636  0.790
O 1.0551 5.0363 -0.8883  0.064
C 0.6835 4.0557 -1.7673  -0.513
O -0.3949 3.8226 -2.1595  0.232
O 1.8426 3.3954 -2.0956  0.105
C 2.5715 3.3068 -0.8836  -0.252
C 4.0750 3.2891 -1.0956  -0.134
C 4.7725 2.6942 0.0930  -0.790
O 5.2581 3.2686 0.9942  0.068
Br 4.7780 0.7272 0.0535  0.718
H 1.0678 -2.0752 -1.6228  0.082
H 2.0212 -0.9165 -0.7213  0.052
H 1.2761 -2.3321 0.1006  0.073
H -0.9569 -1.4983 -0.3744  0.131
H 0.3627 0.1243 -2.0958  0.040
H -0.1966 -0.6906 1.6932  0.095
H -1.0854 0.5716 0.8547  0.116
H 1.8021 0.3644 1.1321  0.085
H -0.1664 2.1370 2.2363  0.124
H 1.1030 1.2575 3.0927  0.126
H 1.7758 3.5597 2.9310  0.132
H 2.7403 2.7294 1.7376  0.103
H 2.3253 2.3365 -0.4406  0.121
H 4.4974 4.2688 -1.3093  0.126
H 4.2561 2.6399 -1.9497  0.114
C 1.7616 -1.5465 -5.2363  -0.002
C 2.4595 -0.6678 -4.2258  -0.538
O 1.8615 0.1881 -3.5936  0.031
N 3.7899 -0.8612 -4.0367  0.016
C 4.6609 -1.8202 -4.6891  -0.073
H 0.7137 -1.2659 -5.2641  0.086
H 2.1906 -1.4109 -6.2296  0.085
H 1.8386 -2.5971 -4.9537  0.086
H 4.1911 -0.2436 -3.3487  0.122
H 5.1095 -2.4857 -3.9499  0.084
H 5.4626 -1.3030 -5.2187  0.083
H 4.1047 -2.4187 -5.4018  0.071
C -1.7046 -4.9850 2.4764  -0.005
C -1.3119 -3.5300 2.5550  -0.537
O -0.3863 -3.0655 1.9007  0.015
N -2.0368 -2.7283 3.3671  0.022
C -3.1953 -3.0511 4.1831  -0.068
H -1.0361 -5.4827 1.7810  0.081
H -1.6183 -5.4616 3.4532  0.084
H -2.7294 -5.0865 2.1186  0.086
H -1.7157 -1.7733 3.3703  0.131
H -4.0222 -2.4339 3.8407  0.052
H -2.9825 -2.8279 5.2310  0.082
H -3.4648 -4.0969 4.0901  0.078
C -6.9035 -0.2155 2.0041  -0.009
C -5.5843 -0.8881 1.7075  -0.542
O -5.3155 -2.0051 2.1292  0.011
N -4.6892 -0.2101 0.9479  0.016
C -4.8184 1.1115 0.3593  -0.067
H -7.4985 -0.8854 2.6163  0.081
H -6.7489 0.7169 2.5476  0.084
H -7.4457 -0.0049 1.0820  0.085
H -3.8328 -0.7180 0.7848  0.134
H -4.7283 1.0496 -0.7254  0.088
H -4.0304 1.7678 0.7306  0.082
H -5.7802 1.5477 0.6058  0.070

***

- energy of number 2 (C19H36BCrF4N2O15)?
  -93930.7589 eV

***

- The lowest energy belongs to which entry?
  C19H36AsF6O15

***

- Among the records above, which one has the highest energy?
  C19H36BCrF4N2O15